Molecular formula: C3H4HgO5
Method: DFT, the ωB97M-V functional and the def2-TZVPD basis

Summary:
E_LUMO (alpha / beta) = -0.004 / -0.090 Eh
orbital gap (alpha / beta) = 6.69 / 6.31 eV
multiplicity = 3
M = 320.6 g mol⁻¹
net charge = 0

Structure (XYZ):
```
13
Properties=species:S:1:pos:R:3:lowdin_spin:R:1
C 0.231 2.088 0.601 0.155
C 0.184 1.652 1.956 0.315
O 0.909 0.704 2.408 0.436
O -0.802 2.370 -0.070 0.311
H 1.070 1.622 0.033 0.003
H -0.715 1.943 2.531 0.021
H -1.377 -0.070 -1.116 0.000
O -0.263 -1.755 -2.541 0.006
C -0.341 -1.754 -1.225 0.016
O 0.590 -2.079 -0.502 0.154
O -1.344 -1.049 -0.782 0.005
Hg 1.463 -1.273 1.542 0.577
H 0.396 -2.399 -2.834 0.001
```